1.
# C3H9N3O

A cluster of 2 separate species, C3H9N3O in total in a non-equilibrium geometry (ωB97M-V with the def2-TZVPD basis set, OMol25).

Last column: Löwdin charge in e.
Cartesian coordinates (Å):
1 C -0.4382 -0.3484 1.1519  -0.258
2 C -1.1024 -1.0550 0.1239  -0.464
3 C 1.4424 0.2663 -0.2053  -0.358
4 H -0.1670 2.6115 0.7753  0.160
5 H -1.5291 1.4225 -0.2983  0.172
6 H 0.1707 -0.9481 1.8043  0.116
7 H -1.3115 -0.1215 1.9979  0.175
8 H -0.1841 -1.7801 -0.1664  0.152
9 H -1.7668 -1.8220 0.6945  0.143
10 H -0.9078 -0.4808 -2.4627  0.368
11 H 1.7136 1.2174 -0.6169  0.112
12 H 2.8479 -0.7831 -0.9171  0.041
13 N -0.3830 1.8310 -0.1322  0.011
14 N 0.3046 0.5339 0.3625  -0.226
15 N 2.1101 -0.8476 -0.1831  0.063
16 O -1.5622 -0.3893 -0.9456  -0.207

Output
Lowest unoccupied orbital energy (eV): -1.71
HOMO-LUMO gap (Eh): 0.248
Relative energy (zero: lowest compared OMol25 entry of this formula, charge and spin) (kJ/mol): 947.6
Highest occupied orbital energy (eV): -8.469

---

2.
# C3H9N3O

The molecule C3H9N3O in a non-equilibrium geometry (ωB97M-V with the def2-TZVPD basis set, OMol25).

Last column: Löwdin charge in e.
Cartesian coordinates (Å):
1 N 2.8147 -0.1302 0.5010  0.015
2 C 1.8722 0.0024 -0.5574  -0.253
3 N 0.4693 0.1912 -0.1131  0.073
4 C -0.4678 -0.7528 -0.1756  -0.535
5 O -0.2671 -1.9412 -0.3365  0.043
6 C -1.8994 -0.3123 0.0938  -0.158
7 N -2.1604 1.1650 -0.0265  0.000
8 H 2.7221 0.4544 1.3088  0.063
9 H 3.0037 -1.0652 0.8240  0.069
10 H 1.9418 -0.8612 -1.2078  0.120
11 H 2.0508 0.9137 -1.1307  0.113
12 H 0.1859 1.1464 -0.1583  0.104
13 H -2.0658 -0.5394 1.1492  0.117
14 H -2.6190 -0.9573 -0.4045  0.116
15 H -2.9641 1.3268 -0.6172  0.059
16 H -2.6168 1.3596 0.8508  0.054

Output
SMILES string: NCNC(=O)CN
Lowest unoccupied orbital energy (eV): 0.84
HOMO-LUMO gap (Eh): 0.370
Relative energy (zero: lowest compared OMol25 entry of this formula, charge and spin) (kJ/mol): 65.2
Highest occupied orbital energy (eV): -9.227

---

3.
# C3H9N3O

A structure of composition C3H9N3O in a non-equilibrium geometry (ωB97M-V with the def2-TZVPD basis set, OMol25).

Last column: Löwdin charge in e.
Cartesian coordinates (Å):
1 C 0.1662 -0.9336 -2.2214  -0.096
2 C 0.2493 -1.1077 -0.7354  -0.378
3 N 1.2103 0.7398 0.1697  0.043
4 N 0.4828 -2.2232 -0.1917  0.087
5 O 1.5246 1.4811 -0.6595  0.030
6 H 0.5634 -2.1502 0.8255  0.036
7 H -0.8722 -0.7526 -2.5137  0.075
8 H 0.5345 -1.8186 -2.7434  0.072
9 H 0.7446 -0.0616 -2.5406  0.054
10 C -0.6705 1.0311 2.1321  -0.166
11 N -0.6474 0.9585 0.6894  -0.125
12 H -0.8948 1.8277 0.2261  0.087
13 H -0.3551 -0.0999 -0.0119  0.063
14 H 0.0445 1.7660 2.5288  0.072
15 H -0.4111 0.0552 2.5451  0.070
16 H -1.6692 1.2881 2.5010  0.075

Output
Lowest unoccupied orbital energy (eV): -0.40
HOMO-LUMO gap (Eh): 0.272
Relative energy (zero: lowest compared OMol25 entry of this formula, charge and spin) (kJ/mol): 645.2
Highest occupied orbital energy (eV): -7.801